# 1
This record from the OMol25 dataset describes a 2-piece molecular cluster, C4H14N2OS overall at a distorted geometry. The level of theory is ωB97M-V with the def2-TZVPD basis set.

Structure (XYZ):
```
22
Properties=species:S:1:pos:R:3:forces:R:3:nbo_charge:R:1
N -1.8821 1.8866 -0.6019 -0.73 0.88 0.65 -0.8794
C -0.5655 1.2840 -0.1835 -1.31 1.28 -1.37 -0.0520
C -0.2701 0.0114 -0.9638 1.66 -0.72 2.64 -0.4633
C 1.2984 -0.1050 -0.9720 0.39 0.29 -1.49 -0.5409
S 2.1082 -1.6574 -0.5330 0.53 -1.77 -0.36 -0.0916
C -0.4140 0.9299 1.3038 -0.88 -0.75 0.22 -0.2319
N -0.2187 2.1296 2.0870 -2.12 0.60 1.32 -0.8995
H -2.2202 2.5208 0.2208 0.84 -1.01 -2.60 0.3679
H -1.8180 2.3754 -1.5891 -0.07 -0.95 3.17 0.3719
H 0.0927 2.1290 -0.3595 1.11 -0.39 -0.06 0.1737
H -0.6769 -0.1821 -1.9484 -0.20 0.43 -0.05 0.2206
H -0.6676 -0.7302 -0.2142 0.46 0.43 -1.62 0.2564
H 1.9135 0.4724 -0.2219 -1.48 0.70 -1.36 0.2256
H 1.6037 0.0954 -2.0958 -0.04 -0.20 2.46 0.2328
H 1.2769 -2.3976 0.2399 -0.30 0.69 -0.26 0.1332
H 0.4990 0.2852 1.3865 -0.81 0.35 -0.03 0.1952
H -1.3128 0.2718 1.6690 1.50 1.26 -0.66 0.1992
H 0.7468 2.3028 2.3518 -0.83 0.07 0.47 0.3833
H -1.0344 2.3883 2.7465 2.65 -0.61 -1.30 0.3852
H -1.6226 -2.8480 -0.6390 0.83 0.21 -0.92 0.4692
H -2.4349 -2.8159 0.5080 0.48 1.00 0.49 0.4707
O -1.7080 -2.2730 0.1213 -1.68 -1.82 0.66 -0.9262
```
Positions in Å, forces in eV/Å.

Summary:
* E_HOMO: -8.5 eV
* DFT total energy: -743.65014 hartree
* structure (SMILES): NC[C@H](N)CCS.O

# 2
This record from the OMol25 dataset describes a 9-piece molecular cluster, C18H36Cl18 overall at a distorted geometry. The level of theory is ωB97M-V with the def2-TZVPD basis set.

Structure (XYZ):
```
72
Properties=species:S:1:pos:R:3:forces:R:3:lowdin_charge:R:1
Cl 3.2464 2.7484 1.6089 0.58 0.19 -0.09 0.5656
C 1.6965 3.0931 2.3524 -0.92 -1.40 0.75 -0.7397
C 0.7128 3.6345 1.3904 -0.57 0.22 -1.45 -0.6190
Cl 0.0121 2.3729 0.2701 0.32 0.31 0.22 0.5569
H 1.7187 3.8670 3.1001 0.82 0.15 0.59 0.0685
H 1.3718 2.1351 2.8448 0.08 1.14 -0.50 0.0314
H 1.1969 4.3833 0.7285 -0.45 -0.40 0.46 0.0815
H -0.1425 4.0650 1.9134 0.10 -0.07 -0.07 0.0394
Cl -2.6008 1.3152 -3.3047 -0.43 -0.23 0.31 0.5544
C -1.5001 2.3595 -4.2201 0.61 -0.18 0.73 -0.6911
C -0.9052 3.4297 -3.3109 -1.69 -0.13 -0.99 -0.6808
Cl 0.1674 4.3193 -4.3578 0.71 1.05 -0.49 0.6060
H -2.0493 2.8444 -5.0121 -0.08 -0.13 -0.30 0.0659
H -0.7135 1.6949 -4.5695 -0.05 0.20 -0.35 0.0152
H -0.3082 3.0503 -2.5303 0.33 -0.58 1.05 -0.0025
H -1.7347 4.0619 -2.9581 0.61 -0.05 0.10 0.0845
Cl 2.8774 -2.7934 -1.3324 0.07 -0.35 0.10 0.5579
C 2.9017 -3.2072 0.4118 0.73 0.83 -0.43 -0.6350
C 3.7058 -2.2119 1.1992 0.26 0.26 -0.26 -0.6235
Cl 2.9899 -0.5657 1.1831 0.31 -0.27 -0.17 0.5606
H 3.3597 -4.1654 0.6095 -0.08 -0.46 -0.45 0.0822
H 1.8874 -3.1732 0.7363 -0.71 -0.20 0.22 0.0021
H 4.7804 -2.1727 0.9435 -0.69 0.17 -0.19 0.0899
H 3.6334 -2.5627 2.2016 0.06 -0.08 1.05 0.0547
Cl -1.5296 -4.0525 -4.5859 -0.41 -0.12 -0.60 0.5240
C -0.1043 -4.9377 -3.9927 -0.22 0.77 0.54 -0.6352
C 1.1597 -4.5095 -4.7174 0.37 -1.02 0.26 -0.6936
Cl 1.4366 -5.1720 -6.3133 -0.45 -0.96 -1.53 0.5556
H -0.3373 -6.0079 -3.9243 0.35 0.31 -0.52 0.0818
H -0.0899 -4.5526 -2.9724 0.63 -0.20 0.09 0.0254
H 2.0325 -4.9357 -4.2277 -0.09 0.64 0.75 0.0555
H 1.2469 -3.4689 -4.9660 -0.20 0.65 1.04 0.0410
Cl -7.8126 -2.0977 -0.8064 -0.23 0.01 0.01 0.5622
C -6.0523 -1.9837 -0.8119 0.70 -1.03 -0.37 -0.7167
C -5.5358 -0.6137 -0.7032 0.67 1.26 0.76 -0.6389
Cl -5.7778 0.0447 0.9851 0.03 -0.08 -0.60 0.4937
H -5.6678 -2.3670 -1.7761 -0.35 -0.16 0.51 0.0898
H -5.6490 -2.5625 0.0253 -0.23 -0.19 -0.34 0.0726
H -6.0114 0.0622 -1.4040 -0.02 0.19 0.04 0.0705
H -4.4434 -0.6099 -0.8528 -0.47 -0.03 -0.04 0.0585
Cl 1.0514 -0.2201 -3.3532 -0.75 -0.25 0.12 0.6121
C 2.7031 0.3484 -3.3928 0.07 1.45 0.28 -0.6805
C 2.8339 1.7367 -3.9716 -0.80 0.42 -0.62 -0.5864
Cl 2.3092 1.6447 -5.7252 0.43 0.28 0.65 0.5056
H 3.2411 -0.2510 -4.0671 0.74 -1.25 -0.50 0.0431
H 3.1084 0.3132 -2.3931 0.13 -0.12 0.30 0.0626
H 3.8497 2.1009 -3.9212 0.40 -0.23 -0.27 0.0739
H 2.2304 2.5263 -3.5218 -0.25 -0.36 0.08 0.0334
Cl -1.3157 4.5835 4.6849 0.63 1.07 -0.46 0.5790
C -2.2845 3.3293 5.4222 -0.37 0.93 0.22 -0.7018
C -1.6740 2.0110 5.2093 -0.98 -1.61 0.30 -0.6232
Cl -1.5514 1.6805 3.4127 0.05 -0.16 1.07 0.5664
H -3.2656 3.3910 4.9906 -0.46 -0.02 -0.23 0.0665
H -2.3534 3.6266 6.4638 0.00 -0.44 0.25 0.0778
H -2.3837 1.2699 5.6844 0.94 0.41 -0.81 0.1040
H -0.7099 1.9307 5.6957 0.28 -0.15 -0.36 0.0364
Cl 2.8896 1.7931 5.3064 0.04 -0.10 0.14 0.5586
C 3.0460 0.0758 4.8312 -1.04 -0.18 0.49 -0.6329
C 1.6833 -0.5481 4.4825 0.91 0.83 -0.13 -0.6743
Cl 0.6147 -0.6134 5.9226 0.20 -0.03 -0.61 0.5700
H 3.4725 -0.4890 5.6619 0.07 0.29 -0.01 0.0697
H 3.7149 0.0635 3.9916 0.16 -0.13 -0.48 0.0339
H 1.8956 -1.5346 4.1373 -0.06 -1.01 0.11 0.0378
H 1.2210 -0.0770 3.6108 -0.31 0.31 0.55 0.0230
Cl -1.5352 -2.4928 -1.2532 -0.24 -0.33 -0.19 0.5561
C -0.7440 -1.1170 -0.4488 0.72 -0.70 -0.48 -0.7075
C -1.1617 -0.9886 0.9831 -0.71 0.57 -0.80 -0.6652
Cl -0.3691 -2.2395 1.9611 -0.31 0.01 0.29 0.6057
H -0.9215 -0.2690 -1.0966 -0.34 0.43 0.29 0.0149
H 0.3245 -1.3254 -0.5027 0.02 0.10 0.00 0.0137
H -2.2631 -1.0085 1.0697 0.58 -0.31 0.29 0.0797
H -0.8250 -0.0087 1.2716 0.24 0.23 0.66 -0.0237
```
Positions in Å, forces in eV/Å.

Summary:
* E_HOMO: -10.4 eV
* DFT total energy: -8990.92396 hartree
* structure (SMILES): ClCCCl.ClCCCl.ClCCCl.ClCCCl.ClCCCl.ClCCCl.ClCCCl.ClCCCl.ClCCCl

# 3
This record from the OMol25 dataset describes a 3-piece molecular cluster, C5H12O2 overall at a distorted geometry. The level of theory is ωB97M-V with the def2-TZVPD basis set.

Structure (XYZ):
```
19
Properties=species:S:1:pos:R:3:forces:R:3:nbo_charge:R:1
C 1.7590 2.7001 0.7865 -0.49 0.28 0.55 -0.6671
C 0.6582 1.6996 0.7308 0.64 -0.29 -1.50 0.0533
C 0.7869 0.5255 1.3495 0.36 0.25 1.03 -0.3648
C 0.3118 -0.7616 1.0681 0.01 -0.55 0.00 0.2526
C 0.1487 -1.2892 -0.2418 1.12 1.02 0.25 -0.7494
H 1.9549 3.0715 -0.2186 -0.02 0.05 0.04 0.2491
H 1.5095 3.5435 1.4288 -0.06 0.26 -0.10 0.2465
H 2.6503 2.2405 1.1996 0.16 -0.02 -0.01 0.2232
H -0.1143 1.8104 -0.0154 -0.29 0.19 -0.06 0.2287
H 1.4975 0.5433 2.1759 0.00 -0.20 0.17 0.2341
H 0.3381 -1.4054 1.9388 -0.33 -0.40 -0.05 0.2062
H 0.7546 -2.1969 -0.3274 -0.34 -0.29 0.04 0.2838
H -0.9067 -1.6365 -0.4837 -0.65 -0.62 0.20 0.4217
H -2.9971 -3.1380 -0.8788 0.28 -0.19 -0.01 0.4511
H 0.5408 -0.5376 -0.9217 -0.55 -0.28 -0.52 0.2388
O -2.4918 -2.3491 -0.6709 0.36 0.12 0.48 -1.1470
H -2.1172 -1.6718 -1.7495 -0.92 0.97 -0.34 0.4918
H -2.4891 -0.2868 -2.7521 -0.13 -0.47 0.32 0.4521
O -1.7942 -0.8616 -2.4181 0.84 0.16 -0.48 -1.1047
```
Positions in Å, forces in eV/Å.

Summary:
* E_HOMO: -7.8 eV
* DFT total energy: -347.99820 hartree

Record-wise LUMO energy values, in eV: 0.51 0.23 -2.60